Entry 1:
The following is a quantum chemistry calculation of a molecular structure, CH5ClHgO4, from the Open Molecules 2025 dataset.

CARTESIAN COORDINATES (ANGSTROEM)
Hg: -0.17 -0.33 1.29
C: -1.82 -0.23 -0.12
H: -2.61 -0.81 0.36
H: -2.12 0.82 -0.22
H: -1.54 -0.66 -1.09
H: -2.65 -0.24 -3.05
H: -2.21 -0.73 -3.43
O: 3.90 -1.63 1.82
Cl: 2.70 -1.23 1.15
O: 2.93 -0.23 0.14
O: 1.98 -2.37 0.63
O: 1.77 -0.59 2.25

charge = 0
total energy = -955.3265 hartree
strongest force on any atom = 1.3 eV/Å
energy relative to the best compared isomer or geometry (same formula, charge and spin) = 2.5 kcal per mole



Entry 2:
The following is a quantum chemistry calculation of 2 unconnected molecules or ions with the total composition H3NO3Si, from the Open Molecules 2025 dataset.

CARTESIAN COORDINATES (ANGSTROEM)
N: -0.42 -1.86 -0.30
O: -1.37 -1.21 -0.48
O: -0.07 -2.92 0.07
O: 1.05 -0.06 0.68
Si: 0.57 1.23 0.04
H: -1.04 0.95 0.52
H: 0.59 2.51 0.88
H: 0.69 1.36 -1.41

charge = 0
total energy = -571.5320 hartree
strongest force on any atom = 4.2 eV/Å
spin multiplicity = 3
energy relative to the best compared isomer or geometry (same formula, charge and spin) = 43.9 kcal per mole



Entry 3:
The following is a quantum chemistry calculation of C6H10O in the gas phase, from the Open Molecules 2025 dataset.

CARTESIAN COORDINATES (ANGSTROEM)
O: 0.16 1.74 1.55
C: -0.54 1.22 0.41
C: -1.05 -0.08 0.95
C: -0.73 -1.28 0.47
C: 0.30 -1.52 -0.63
C: 1.15 -0.26 -0.83
C: 0.26 0.98 -0.88
H: -0.31 1.29 2.29
H: -1.35 1.93 0.14
H: -1.44 0.08 2.00
H: -1.14 -2.15 0.98
H: -0.16 -1.84 -1.58
H: 0.94 -2.36 -0.32
H: 1.84 -0.14 0.01
H: 1.76 -0.33 -1.74
H: 0.82 1.88 -1.15
H: -0.50 0.83 -1.68

charge = 0
total energy = -309.8203 hartree
strongest force on any atom = 1.7 eV/Å
SMILES string = O[C@@H]1C=CCCC1
energy relative to the best compared isomer or geometry (same formula, charge and spin) = 13.8 kcal per mole



Entry 4:
The following is a quantum chemistry calculation of a molecular structure, C67H80FGeN6O6S3Si3Ti, from the Open Molecules 2025 dataset.

CARTESIAN COORDINATES (ANGSTROEM)
Ti: -0.90 0.66 -0.36
F: -6.20 3.70 2.25
C: -4.95 3.71 2.79
C: -3.96 3.06 2.08
C: -2.65 2.96 2.60
C: -1.63 2.29 1.90
O: -1.84 1.77 0.71
C: -0.34 2.25 2.51
C: -0.12 2.86 3.70
N: -1.11 3.52 4.39
C: -0.79 4.23 5.59
C: 0.18 3.64 6.56
C: -1.28 3.71 6.91
C: -2.39 3.60 3.85
C: -3.40 4.28 4.51
C: -4.72 4.33 4.00
N: -5.70 5.02 4.79
C: -5.93 4.48 6.11
C: -7.00 3.38 6.08
N: -8.26 4.01 5.57
C: -8.07 4.53 4.18
C: -6.90 5.53 4.18
C: 0.79 1.49 1.90
O: 1.89 1.53 2.42
O: 0.51 0.78 0.85
H: -4.19 2.61 1.13
H: 0.86 2.84 4.15
H: -0.77 5.31 5.46
H: 0.87 4.31 7.05
H: 0.59 2.67 6.34
H: -1.60 4.42 7.67
H: -1.83 2.79 6.91
H: -3.19 4.80 5.43
H: -6.26 5.28 6.78
H: -5.01 4.07 6.50
H: -7.18 2.96 7.06
H: -6.71 2.59 5.39
H: -8.48 4.80 6.18
H: -9.04 3.35 5.60
H: -8.99 5.01 3.85
H: -7.84 3.69 3.53
H: -7.22 6.43 4.74
H: -6.70 5.83 3.16
C: 3.22 -0.90 -1.98
O: 2.13 -0.10 -1.62
Si: 2.08 1.54 -1.60
C: 3.02 2.14 -3.16
C: 3.37 2.07 -0.33
C: 0.20 2.01 -1.75
Si: -0.27 1.51 -3.54
C: 0.22 2.75 -4.92
C: -2.08 1.22 -4.06
C: 0.56 -0.11 -4.16
Si: 0.01 3.85 -1.26
C: -1.27 4.67 -0.07
C: -0.24 4.97 -2.79
C: 1.58 4.56 -0.45
H: 3.25 -1.05 -3.06
H: 3.12 -1.88 -1.49
H: 4.18 -0.47 -1.67
H: 4.05 1.80 -3.10
H: 3.04 3.23 -3.21
H: 2.61 1.77 -4.10
H: 4.23 1.40 -0.46
H: 3.07 1.98 0.71
H: 3.73 3.09 -0.50
H: -0.57 3.46 -5.12
H: 0.40 2.19 -5.84
H: 1.13 3.31 -4.69
H: -2.62 2.16 -4.20
H: -2.62 0.62 -3.34
H: -2.10 0.70 -5.02
H: 1.50 0.11 -4.66
H: -0.08 -0.63 -4.87
H: 0.78 -0.78 -3.34
H: -1.68 5.57 -0.54
H: -0.79 4.97 0.86
H: -2.11 4.05 0.20
H: -1.16 4.71 -3.33
H: 0.59 4.90 -3.49
H: -0.32 6.01 -2.47
H: 1.82 4.05 0.48
H: 1.43 5.62 -0.22
H: 2.45 4.49 -1.11
O: -2.60 0.11 -1.09
C: -4.01 0.14 -1.08
C: -4.53 -0.74 -2.23
C: -4.33 -2.08 -2.40
C: -4.94 -2.59 -3.58
C: -5.59 -1.62 -4.28
S: -5.48 -0.09 -3.51
C: -4.64 1.53 -1.26
C: -5.93 1.91 -1.03
C: -6.17 3.27 -1.36
C: -5.05 3.89 -1.82
S: -3.71 2.82 -1.89
C: -4.61 -0.40 0.23
C: -4.31 -0.05 1.52
C: -5.16 -0.65 2.48
C: -6.12 -1.44 1.91
S: -5.97 -1.48 0.21
H: -3.76 -2.70 -1.72
H: -4.91 -3.63 -3.87
H: -6.13 -1.72 -5.21
H: -6.69 1.25 -0.64
H: -7.12 3.76 -1.24
H: -4.93 4.91 -2.14
H: -3.49 0.60 1.77
H: -5.06 -0.50 3.55
H: -6.89 -2.01 2.40
O: -0.24 -0.89 -1.10
N: -0.43 -2.10 -1.51
C: -1.24 -2.36 -2.56
C: -1.38 -3.65 -3.02
C: -0.70 -4.69 -2.40
C: 0.13 -4.39 -1.32
C: 0.25 -3.09 -0.90
H: -1.75 -1.50 -2.97
H: -2.02 -3.82 -3.88
H: -0.80 -5.70 -2.75
H: 0.68 -5.15 -0.80
H: 0.88 -2.77 -0.07
C: 4.32 -0.93 1.88
Ge: 2.37 -1.52 1.94
C: 2.66 -3.52 1.43
C: 3.68 -3.95 0.57
C: 3.81 -5.28 0.20
C: 2.92 -6.23 0.66
C: 1.89 -5.83 1.51
C: 1.76 -4.50 1.87
C: 2.26 -1.70 4.02
C: 1.47 -0.76 4.65
C: 1.22 -0.75 6.03
C: 1.77 -1.71 6.84
C: 2.63 -2.68 6.27
C: 3.26 -3.64 7.10
C: 4.14 -4.55 6.58
C: 4.43 -4.53 5.20
C: 3.83 -3.62 4.38
C: 2.89 -2.67 4.87
H: 4.94 -1.59 2.49
H: 4.37 0.08 2.28
H: 4.71 -0.92 0.86
H: 4.40 -3.22 0.21
H: 4.63 -5.58 -0.46
H: 3.03 -7.27 0.38
H: 1.19 -6.57 1.88
H: 0.95 -4.20 2.53
H: 1.02 0.03 4.06
H: 0.58 0.01 6.46
H: 1.58 -1.74 7.90
H: 3.05 -3.62 8.16
H: 4.63 -5.27 7.23
H: 5.14 -5.24 4.80
H: 4.06 -3.61 3.33
N: -3.10 -4.07 4.09
C: -2.55 -3.22 3.15
C: -1.69 -2.18 3.53
C: -1.22 -1.32 2.56
N: -1.54 -1.40 1.27
C: -2.36 -2.39 0.92
C: -2.88 -3.31 1.80
H: -2.63 -4.13 4.97
H: -3.51 -4.92 3.75
H: -1.39 -2.07 4.56
H: -0.55 -0.52 2.84
H: -2.63 -2.43 -0.13
H: -3.54 -4.10 1.45

charge = 0
total energy = -8470.3735 hartree
strongest force on any atom = 2.2 eV/Å
spin multiplicity = 2
energy relative to the best compared isomer or geometry (same formula, charge and spin) = 0.0 kcal per mole



Entry 5:
The following is a quantum chemistry calculation of a molecular structure, C23H27CsI2N4O5S3, from the Open Molecules 2025 dataset.

CARTESIAN COORDINATES (ANGSTROEM)
Cs: 0.73 0.76 1.18
C: 2.94 -3.80 1.94
N: 1.49 -3.84 1.80
C: 0.82 -4.92 2.53
C: 0.86 -2.77 1.32
O: 1.42 -1.76 0.87
C: -0.66 -2.84 1.35
O: -1.21 -1.83 0.52
C: -2.53 -1.57 0.91
C: -3.15 -0.55 -0.02
O: -2.65 -0.24 -1.10
N: -4.33 -0.02 0.43
C: -5.05 0.93 -0.40
C: -4.91 -0.37 1.72
H: 3.36 -4.78 1.68
H: 3.20 -3.57 2.98
H: 3.35 -3.04 1.27
H: 1.40 -5.16 3.41
H: 0.71 -5.80 1.89
H: -0.15 -4.61 2.92
H: -0.99 -2.73 2.40
H: -0.98 -3.83 1.01
H: -2.56 -1.19 1.93
H: -3.16 -2.47 0.91
H: -4.44 1.17 -1.26
H: -5.25 1.85 0.16
H: -6.00 0.52 -0.73
H: -5.23 -1.41 1.76
H: -5.78 0.26 1.89
H: -4.21 -0.20 2.54
I: 2.31 8.51 -2.65
C: 1.98 6.72 -1.62
C: 1.06 6.67 -0.59
C: 0.84 5.49 0.10
I: -0.54 5.42 1.65
C: 1.53 4.27 -0.21
O: 1.32 3.17 0.39
C: 2.47 4.38 -1.30
C: 3.17 3.12 -1.72
N: 2.26 2.27 -2.48
C: 2.79 0.97 -2.84
C: 1.65 0.07 -3.24
C: 1.26 -0.04 -4.57
C: 0.12 -0.79 -4.87
C: -0.57 -1.39 -3.84
C: -0.08 -1.25 -2.54
N: 1.00 -0.54 -2.25
C: 2.68 5.57 -1.97
H: 0.50 7.56 -0.31
H: 3.47 2.56 -0.83
H: 4.09 3.37 -2.28
H: 1.89 2.76 -3.28
H: 3.26 0.54 -1.96
H: 3.55 1.00 -3.64
H: 1.83 0.46 -5.35
H: -0.22 -0.88 -5.90
H: -1.47 -1.96 -4.02
H: -0.60 -1.70 -1.70
H: 3.40 5.59 -2.78
S: -0.10 -5.07 6.05
C: -0.06 -3.53 5.35
S: 1.41 -2.71 5.02
S: -1.53 -2.67 5.01
O: -0.35 0.14 3.59
C: -1.40 -0.28 3.73

charge = -2
total energy = -3298.0193 hartree
strongest force on any atom = 1.4 eV/Å
energy relative to the best compared isomer or geometry (same formula, charge and spin) = 40.9 kcal per mole



Entry 6:
The following is a quantum chemistry calculation of 7 unconnected molecules or ions with the total composition C20H37Br12N2O2, from the Open Molecules 2025 dataset.

CARTESIAN COORDINATES (ANGSTROEM)
C: -2.36 -3.36 1.60
C: -2.23 -2.00 2.30
C: -1.71 -0.86 1.43
O: -0.26 -0.70 1.35
C: 0.50 -1.40 0.50
O: 0.70 -2.79 0.91
C: 0.93 -2.94 2.18
N: 1.13 -3.07 3.29
C: 1.86 -0.73 0.31
C: 2.27 -1.27 -1.08
C: 0.94 -1.33 -1.76
N: 0.01 -1.47 -0.89
H: -2.63 -3.26 0.55
H: -3.17 -3.93 2.07
H: -1.47 -3.99 1.70
H: -3.25 -1.70 2.58
H: -1.66 -2.07 3.23
H: -2.16 -0.91 0.43
H: -2.04 0.10 1.85
H: 2.62 -1.01 1.03
H: 1.74 0.35 0.28
H: 2.52 -2.34 -0.97
H: 3.04 -0.73 -1.63
H: 0.73 -1.28 -2.83
H: -0.97 -1.54 -1.18
Br: -0.43 1.99 -0.96
C: 0.01 3.83 -1.48
C: 1.49 4.09 -1.49
Br: 2.23 4.24 0.29
H: -0.52 4.46 -0.77
H: -0.42 3.95 -2.47
H: 1.69 5.04 -1.98
H: 2.05 3.30 -1.99
Br: -5.25 -2.65 4.67
C: -5.52 -0.72 4.72
C: -6.44 -0.25 3.63
Br: -5.54 -0.28 1.90
H: -4.53 -0.27 4.65
H: -5.95 -0.51 5.70
H: -6.73 0.78 3.80
H: -7.32 -0.87 3.52
Br: 5.20 1.75 -2.01
C: 6.13 3.45 -1.80
C: 5.68 4.45 -2.83
Br: 6.39 4.05 -4.60
H: 7.19 3.23 -1.86
H: 5.89 3.80 -0.80
H: 6.04 5.44 -2.58
H: 4.60 4.47 -2.93
Br: 1.90 1.12 -3.68
C: 3.13 0.89 -5.18
C: 3.26 2.16 -5.97
Br: 1.69 2.50 -7.06
H: 2.74 0.06 -5.77
H: 4.08 0.61 -4.74
H: 4.10 2.08 -6.66
H: 3.40 3.03 -5.34
Br: -1.31 -2.75 -4.49
C: -3.14 -2.10 -4.65
C: -3.38 -0.95 -3.71
Br: -3.55 -1.57 -1.87
H: -3.79 -2.95 -4.45
H: -3.25 -1.78 -5.68
H: -4.32 -0.44 -3.93
H: -2.57 -0.24 -3.72
Br: 0.09 -0.27 9.01
C: 0.25 -1.81 7.83
C: -0.02 -1.45 6.40
Br: -1.92 -1.18 6.06
H: -0.45 -2.56 8.21
H: 1.27 -2.17 7.94
H: 0.28 -2.26 5.74
H: 0.48 -0.53 6.10

charge = +1
total energy = -31932.1847 hartree
strongest force on any atom = 2.1 eV/Å



Entry 7:
The following is a quantum chemistry calculation of a molecular structure, C38H46N3P2PtS2Si, from the Open Molecules 2025 dataset.

CARTESIAN COORDINATES (ANGSTROEM)
Pt: -1.27 0.69 0.06
C: 3.55 0.77 -2.97
Si: 2.23 1.45 -4.12
C: 1.32 0.07 -4.98
C: 2.93 2.69 -5.31
C: 0.96 2.36 -3.01
C: 0.68 3.72 -3.15
C: -0.22 4.39 -2.33
C: -0.86 3.67 -1.33
N: -0.61 2.37 -1.20
C: 0.25 1.74 -1.99
S: 0.31 0.03 -1.51
H: 4.30 0.23 -3.55
H: 3.14 0.07 -2.24
H: 4.06 1.57 -2.44
H: 2.00 -0.48 -5.63
H: 0.52 0.46 -5.61
H: 0.88 -0.65 -4.29
H: 3.66 2.21 -5.96
H: 3.44 3.51 -4.80
H: 2.16 3.11 -5.95
H: 1.19 4.28 -3.93
H: -0.42 5.44 -2.45
H: -1.57 4.12 -0.64
C: 2.12 0.10 1.21
P: 0.48 0.85 1.52
C: -0.21 0.17 3.02
C: -1.12 -0.87 2.88
C: -1.73 -1.41 4.01
C: -1.40 -0.92 5.27
C: -0.47 0.10 5.40
C: 0.13 0.66 4.28
C: 0.77 2.62 1.70
C: 1.74 3.28 0.95
C: 1.84 4.66 1.00
C: 0.96 5.39 1.79
C: -0.03 4.74 2.52
C: -0.14 3.36 2.47
P: 2.29 -1.32 0.10
C: 3.96 -1.83 0.04
C: 5.02 -0.92 0.24
C: 6.32 -1.36 0.12
C: 6.58 -2.68 -0.22
C: 5.54 -3.58 -0.45
C: 4.23 -3.16 -0.33
C: 1.19 -2.67 0.54
C: 1.36 -3.30 1.77
C: 0.56 -4.38 2.10
C: -0.39 -4.84 1.19
C: -0.55 -4.22 -0.04
C: 0.24 -3.13 -0.37
H: 2.49 -0.18 2.21
H: 2.77 0.88 0.83
H: -1.35 -1.29 1.91
H: -2.44 -2.21 3.91
H: -1.87 -1.34 6.15
H: -0.20 0.47 6.39
H: 0.85 1.46 4.40
H: 2.43 2.74 0.31
H: 2.61 5.17 0.43
H: 1.05 6.47 1.85
H: -0.71 5.31 3.13
H: -0.91 2.87 3.04
H: 4.83 0.11 0.50
H: 7.14 -0.67 0.29
H: 7.61 -3.02 -0.31
H: 5.76 -4.61 -0.72
H: 3.42 -3.86 -0.51
H: 2.12 -2.96 2.47
H: 0.69 -4.88 3.05
H: -1.00 -5.70 1.45
H: -1.26 -4.61 -0.75
H: 0.16 -2.67 -1.35
C: -6.66 1.11 1.09
C: -6.46 0.80 -0.38
N: -5.66 -0.43 -0.58
C: -4.35 -0.51 -0.71
S: -3.43 0.98 -0.81
N: -3.75 -1.68 -0.84
C: -4.45 -2.97 -0.88
C: -4.86 -3.48 0.49
H: -7.25 2.01 1.20
H: -5.70 1.27 1.58
H: -7.18 0.30 1.60
H: -5.97 1.61 -0.91
H: -7.41 0.62 -0.88
H: -6.18 -1.30 -0.56
H: -2.77 -1.66 -1.06
H: -3.78 -3.67 -1.37
H: -5.31 -2.89 -1.55
H: -3.99 -3.68 1.11
H: -5.44 -4.39 0.40
H: -5.48 -2.75 1.03

charge = +3
total energy = -3526.9108 hartree
strongest force on any atom = 1.9 eV/Å
energy relative to the best compared isomer or geometry (same formula, charge and spin) = 28.9 kcal per mole



Entry 8:
The following is a quantum chemistry calculation of CH2NO2P in the gas phase, from the Open Molecules 2025 dataset.

CARTESIAN COORDINATES (ANGSTROEM)
O: -2.53 -1.43 -2.87
P: -1.57 -1.52 -1.82
N: -0.93 0.11 -1.38
C: -0.15 -0.01 -0.18
O: -1.47 -0.28 0.16
H: 0.58 -0.93 -0.01
H: 0.03 1.03 0.16

charge = 0
total energy = -585.7812 hartree
strongest force on any atom = 3.0 eV/Å
SMILES string = O=PN1CO1
energy relative to the best compared isomer or geometry (same formula, charge and spin) = 83.6 kcal per mole



Entry 9:
The following is a quantum chemistry calculation of a molecular structure, C4H11N2O, from the Open Molecules 2025 dataset.

CARTESIAN COORDINATES (ANGSTROEM)
N: 1.64 1.68 0.08
C: 1.69 0.23 0.13
C: 1.22 -0.36 -1.25
N: 0.74 0.31 -2.21
C: -1.82 0.24 0.79
C: -1.66 -1.30 0.57
O: -2.50 -1.79 1.49
H: 2.55 2.03 -0.18
H: 1.05 1.93 -0.72
H: 0.99 -0.23 0.85
H: 2.68 -0.16 0.32
H: 1.53 -1.42 -1.40
H: 0.03 0.25 -1.32
H: -1.39 0.41 1.78
H: -2.88 0.47 0.76
H: -1.32 0.88 0.08
H: -0.65 -1.70 0.72
H: -1.90 -1.47 -0.50

charge = 0
total energy = -343.5317 hartree
strongest force on any atom = 3.9 eV/Å
spin multiplicity = 2
energy relative to the best compared isomer or geometry (same formula, charge and spin) = 104.8 kcal per mole